No. 1
Molecular formula: C2H10N2S
Method: DFT, wB97M-V/def2-TZVPD

```
15
Properties=species:S:1:pos:R:3:mulliken_charge:R:1
N 0.937 -1.743 0.068 -0.60
C -0.394 -1.673 -0.505 -0.54
C -1.307 -0.572 0.052 -0.53
S -0.931 1.056 -0.670 -0.22
H 0.922 -1.933 1.064 0.25
H 1.410 -0.850 -0.010 0.24
H -0.309 -1.524 -1.581 0.31
H -0.870 -2.646 -0.345 0.36
H -1.262 -0.577 1.140 0.31
H -2.330 -0.813 -0.245 0.31
H 0.234 1.285 -0.010 0.13
N 1.973 1.521 1.237 -0.74
H 1.811 1.540 2.233 0.22
H 2.952 1.258 1.127 0.24
H 1.953 2.497 0.966 0.27
```

## Properties
- Energy relative to the best compared isomer or geometry (same formula, charge and spin): 0.1 kcal/mol
- Energy: -16051.6335 eV
- HOMO: -8.60 eV
- 2S+1: 1
- Lowest unoccupied orbital energy: 0.717 eV


No. 2
Molecular formula: C6H13N2SSi
Method: DFT, wB97M-V/def2-TZVPD

```
23
Properties=species:S:1:pos:R:3:mulliken_charge:R:1
C -1.438 -0.831 0.348 0.40
C -3.494 0.046 0.200 -0.43
C -2.416 0.950 -0.540 -0.55
C 0.967 -1.014 -0.834 -0.63
C 3.932 -0.785 -0.119 -0.97
C 1.669 1.808 0.641 -1.04
N -2.727 -1.163 0.501 -0.18
N -1.230 0.275 -0.266 -0.37
Si 2.312 0.146 -0.079 0.73
S 0.090 -1.732 0.618 -0.13
H -3.938 0.488 1.147 0.27
H -4.449 -0.318 -0.374 0.26
H -2.574 1.198 -1.656 0.30
H -2.435 1.858 -0.061 0.25
H 0.148 -0.500 -1.326 0.36
H 1.492 -1.858 -1.349 0.44
H 4.879 -0.192 -0.255 0.36
H 4.175 -1.257 0.832 0.36
H 3.781 -1.612 -0.822 0.30
H 1.201 1.560 1.529 0.40
H 2.364 2.721 0.796 0.34
H 0.823 2.154 0.118 0.37
H -3.133 -1.941 0.950 0.16
```

## Properties
- Total charge: +1
- Energy relative to the best compared isomer or geometry (same formula, charge and spin): 72.9 kcal/mol
- Energy: -28117.2322 eV
- HOMO: -11.80 eV
- 2S+1: 1
- Lowest unoccupied orbital energy: -5.049 eV


No. 3
Molecular formula: C55H54BaNOP3Si
Method: DFT, wB97M-V/def2-TZVPD

```
116
Properties=species:S:1:pos:R:3:mulliken_charge:R:1
Ba 0.465 -1.178 0.059 1.84
O 1.833 -0.675 2.638 -0.59
C 2.528 -1.311 1.818 0.14
C 3.826 -1.951 2.259 -0.37
C 4.887 -1.380 2.917 -0.47
C 5.993 -2.111 3.267 -0.59
C 6.049 -3.472 3.000 -0.65
C 5.018 -4.081 2.230 -0.46
C 3.928 -3.308 1.864 -0.21
P 2.418 -3.974 1.114 1.12
C 2.612 -3.626 -0.680 -0.48
C 3.494 -2.568 -0.993 0.04
C 3.423 -2.060 -2.293 -0.80
C 2.421 -2.435 -3.164 -0.39
C 1.577 -3.489 -2.873 -0.59
C 1.676 -4.103 -1.632 0.16
C 2.510 -5.763 1.367 -0.16
C 2.960 -6.636 0.363 0.00
C 2.832 -8.021 0.556 -0.78
C 2.308 -8.495 1.751 -0.39
C 1.981 -7.642 2.808 -0.67
C 2.053 -6.283 2.598 -0.39
H 4.810 -0.325 3.207 0.46
H 6.807 -1.627 3.782 0.41
H 6.940 -4.077 3.286 0.34
H 5.105 -5.128 1.894 0.42
H 4.201 -2.167 -0.275 0.26
H 4.028 -1.204 -2.571 0.40
H 2.397 -1.977 -4.137 0.46
H 0.774 -3.768 -3.589 0.34
H 0.963 -4.881 -1.353 0.41
H 3.264 -6.254 -0.562 0.55
H 3.033 -8.724 -0.281 0.33
H 2.222 -9.527 1.902 0.44
H 1.587 -8.121 3.732 0.34
H 1.690 -5.615 3.412 0.31
C -1.078 3.812 1.283 -1.01
C -0.255 4.394 0.133 0.05
P 1.294 3.379 -0.216 0.49
C 2.661 4.602 0.008 0.55
C 3.652 4.849 -0.947 -0.39
C 4.726 5.656 -0.635 -0.46
C 4.885 6.214 0.580 -0.53
C 3.880 6.093 1.543 -0.58
C 2.772 5.242 1.280 -0.64
C 1.241 2.997 -1.995 0.40
C 0.693 3.815 -2.953 -0.58
C 0.617 3.415 -4.269 -0.47
C 1.203 2.228 -4.717 -0.91
C 1.769 1.416 -3.761 -0.16
C 1.779 1.763 -2.447 -0.82
C -1.666 2.415 1.008 -0.01
P -3.307 2.402 0.085 -0.03
C -4.513 2.947 1.269 0.53
C -4.250 3.020 2.613 -0.39
C -5.247 3.429 3.480 -0.79
C -6.507 3.717 2.989 -0.37
C -6.756 3.687 1.607 -0.71
C -5.757 3.300 0.738 -0.52
C -3.087 3.872 -1.034 -0.32
C -2.596 3.571 -2.269 0.07
C -2.509 4.602 -3.240 -0.88
C -2.848 5.915 -2.923 -0.56
C -3.279 6.221 -1.628 -0.92
C -3.390 5.181 -0.747 0.56
H -1.900 4.475 1.542 0.60
H -0.412 3.887 2.157 0.40
H 0.066 5.400 0.428 0.65
H -0.862 4.462 -0.756 -0.95
H 3.556 4.368 -1.958 0.27
H 5.575 5.810 -1.350 0.29
H 5.710 6.872 0.780 0.37
H 3.918 6.689 2.455 0.37
H 2.012 5.187 2.031 0.34
H 0.160 4.676 -2.680 0.79
H 0.103 4.065 -4.961 0.49
H 1.123 1.944 -5.761 0.40
H 2.230 0.474 -4.025 0.22
H 2.350 1.094 -1.806 0.76
H -1.833 1.877 1.963 0.25
H -0.980 1.783 0.429 -0.11
H -3.322 2.743 3.008 0.50
H -5.094 3.565 4.564 0.36
H -7.361 3.989 3.637 0.34
H -7.723 3.832 1.203 0.43
H -5.899 3.072 -0.311 0.43
H -2.363 2.542 -2.600 0.40
H -2.178 4.366 -4.216 0.68
H -2.787 6.678 -3.655 0.45
H -3.413 7.262 -1.285 0.37
H -3.881 5.402 0.209 0.28
C -1.768 -1.807 3.010 -0.54
Si -2.644 -2.720 1.532 0.12
C -2.430 -4.525 1.830 -1.27
C -4.464 -2.308 1.628 -0.80
N -2.004 -1.962 0.145 -0.16
C -2.318 -2.426 -1.105 0.62
C -1.814 -1.724 -2.239 -0.27
C -1.781 -2.231 -3.535 -0.65
C -2.389 -3.430 -3.886 -0.80
C -2.896 -4.135 -2.782 -0.48
C -2.951 -3.629 -1.468 -0.29
H -2.342 -2.034 3.943 0.34
H -1.789 -0.728 2.806 -0.13
H -0.734 -2.183 3.155 0.18
H -2.209 -4.760 2.860 0.41
H -1.568 -4.899 1.271 0.36
H -3.335 -5.138 1.631 0.36
H -5.092 -2.698 2.458 0.35
H -4.955 -2.615 0.665 0.28
H -4.427 -1.193 1.771 0.03
H -1.310 -0.720 -2.119 0.24
H -1.281 -1.591 -4.303 0.33
H -2.403 -3.846 -4.906 0.36
H -3.285 -5.151 -2.985 0.32
H -3.343 -4.255 -0.674 0.34
```

## Properties
- Energy: -97886.3177 eV
- HOMO: -6.50 eV
- 2S+1: 1
- Lowest unoccupied orbital energy: 0.294 eV


No. 4
Molecular formula: C4H11N3
Method: DFT, wB97M-V/def2-TZVPD

```
18
Properties=species:S:1:pos:R:3:mulliken_charge:R:1
C -0.190 -1.959 -0.359 -0.76
C 2.104 0.912 0.130 -1.18
C 0.986 -0.075 0.416 0.19
N 0.594 -0.803 -0.699 -0.74
H 1.220 -0.642 1.340 0.43
H -1.134 -1.756 0.210 0.13
H -0.494 -2.481 -1.270 0.28
H 0.363 -2.689 0.262 0.31
H 3.019 0.349 -0.061 0.34
H 2.274 1.582 0.975 0.35
H 1.882 1.501 -0.763 0.22
N -2.320 0.917 -0.390 -0.32
C -1.003 1.046 -0.235 -0.01
N -0.361 0.825 0.903 -0.40
H -2.729 1.061 -1.299 0.25
H -2.854 0.366 0.266 0.24
H -0.905 0.405 1.646 0.34
H -0.449 1.443 -1.073 0.34
```

## Properties
- Energy relative to the best compared isomer or geometry (same formula, charge and spin): 83.5 kcal/mol
- Energy: -8793.9994 eV
- HOMO: -6.45 eV
- 2S+1: 1
- Lowest unoccupied orbital energy: 0.523 eV


No. 5
Molecular formula: C3H2FLuO2
Method: DFT, wB97M-V/def2-TZVPD

```
9
Properties=species:S:1:pos:R:3:mulliken_charge:R:1
O -1.088 -0.135 -0.919 -0.44
C 0.640 1.900 -3.215 0.14
C -0.832 -0.104 0.263 1.10
O 1.497 2.168 -2.528 -0.14
C 0.255 -0.643 1.011 -1.58
F -1.724 0.601 1.062 -0.21
H 1.089 -0.956 0.372 0.46
H 0.536 -0.042 1.883 0.47
Lu -0.374 -2.790 2.071 1.21
```

## Properties
- Total charge: +1
- Energy relative to the best compared isomer or geometry (same formula, charge and spin): 36.8 kcal/mol
- Expectation value of S²: 0.752
- Energy: -43565.2954 eV
- HOMO (spin up / spin down): -13.36 / -14.36 eV
- 2S+1: 2
- Lowest unoccupied orbital energy (spin up / spin down): -5.777 / -7.738 eV


No. 6
Molecular formula: C3H6N2O2
Method: DFT, wB97M-V/def2-TZVPD

```
13
Properties=species:S:1:pos:R:3:mulliken_charge:R:1
H 2.067 0.411 -1.850 0.23
N 1.433 0.027 -1.155 -0.62
C 1.618 0.598 -0.038 0.14
O 0.967 0.275 1.083 -0.37
C -0.063 -0.712 0.962 -0.48
C -1.353 0.000 0.548 0.51
N -1.675 -0.133 -0.767 -0.40
O -2.012 0.638 1.344 -0.59
H 2.311 1.415 0.172 0.40
H 0.244 -1.488 0.256 0.41
H -0.195 -1.123 1.962 0.26
H -2.400 0.480 -1.108 0.25
H -0.940 -0.388 -1.410 0.26
```

## Properties
- Energy relative to the best compared isomer or geometry (same formula, charge and spin): 29.9 kcal/mol
- Energy: -10283.4988 eV
- HOMO: -9.79 eV
- 2S+1: 1
- Lowest unoccupied orbital energy: 0.881 eV